48
Properties=species:S:1:pos:R:3:forces:R:3:mulliken_charge:R:1 method="wB97M-V/def2-TZVPD" molar_mass_g_mol=455.3 gap_ev=9.31 total_energy_ha=-3830.42460 de_lowest_kj_mol=0.0
C 4.252696 2.682663 0.700143 -1.0 0.8 -0.4 -0.70
C -0.842666 3.080836 1.742688 1.3 -0.6 -0.2 -1.05
C -1.029493 1.791501 0.868178 -0.4 -0.3 -0.2 2.24
H 4.160844 2.229701 2.810086 -0.4 0.1 -0.5 0.34
O -0.024906 0.077965 2.312871 0.4 0.7 -1.0 -0.64
O 0.977162 1.327905 -1.899722 0.3 -0.8 -0.1 -0.65
H -0.508530 2.740189 2.755996 -0.4 0.3 -0.7 0.34
H 2.471789 -0.539464 0.959926 -0.5 0.4 -0.3 0.27
N 1.171871 -4.169254 -0.536510 0.1 1.0 0.7 -0.31
H 3.925157 3.327651 -1.361362 0.2 0.0 0.5 0.33
C -1.211922 -5.940459 0.270845 0.0 0.5 0.7 -0.23
H 0.172215 4.976088 1.829406 -0.1 -0.2 -0.4 0.45
C 2.306338 2.995252 2.098294 -1.6 0.6 0.1 -0.21
C 1.826383 -0.643480 0.068466 -0.7 0.1 0.8 -0.57
H -3.387948 -7.152130 2.643941 0.5 0.3 0.0 0.37
H -3.156563 1.766680 0.329227 0.4 -0.2 0.2 0.39
Br -0.845512 -6.332625 -1.596149 -0.1 0.3 1.1 -0.14
C -2.593310 -6.534503 2.214584 0.6 0.5 -1.4 -0.64
H 2.417191 -0.434343 -0.820865 -0.2 0.1 0.0 0.35
C 3.523637 3.279100 -0.343815 1.1 -0.6 -0.8 -0.33
H -0.658790 -3.790087 2.902682 -0.3 -0.4 -0.5 0.41
C 0.175811 4.100699 1.151724 -0.6 -0.1 0.8 -1.37
C -1.097139 -4.611420 2.312931 1.0 0.6 -0.7 -0.62
H -2.365159 -5.264610 3.916234 0.3 0.2 -0.8 0.31
H 1.671385 4.211231 -0.992930 0.3 -0.1 -0.2 0.32
H -2.519294 0.178819 0.896656 -0.1 0.3 0.0 0.33
C 1.371811 -2.059261 0.005172 0.3 -2.3 -0.6 0.52
H -2.533471 -7.606640 0.286436 -0.1 0.2 0.4 0.36
H 1.863355 2.764146 3.083209 -0.1 0.5 -0.7 0.30
C 2.234966 3.747962 -0.192530 -0.2 0.0 0.9 -0.63
N 0.671327 0.284073 0.122784 0.7 -0.5 0.8 0.61
H -2.785652 1.529457 2.020945 -0.5 -0.1 1.0 0.44
C 3.601797 2.617638 1.940154 2.0 -0.9 0.1 -0.45
H 5.263350 2.297505 0.549051 -0.4 0.2 0.1 0.42
H -0.214710 4.426526 0.169820 0.4 0.1 0.4 0.43
C -0.043555 0.640784 1.229874 -1.0 -0.6 2.3 -0.65
C 0.311117 -3.883905 0.393189 0.5 -1.0 -0.7 0.61
C 1.599075 3.617189 1.030009 -0.1 -0.7 0.6 0.90
C -0.648302 -4.834415 0.996221 -0.7 -0.4 -0.6 0.68
C -2.477292 1.264966 1.040919 0.5 0.0 -0.7 -1.71
N 1.871458 -2.985903 -0.755048 -0.1 0.6 -0.5 -0.55
C -2.157703 -6.784512 0.897856 0.4 0.5 -0.1 -0.29
N -0.730026 1.932335 -0.553836 0.2 -0.6 1.3 -0.25
H -0.884404 2.801141 -1.040336 0.3 -0.2 -0.2 0.34
C 0.363459 1.160460 -0.867944 0.3 2.3 -3.1 -0.05
H -1.803220 3.577480 1.827233 -0.2 0.0 0.1 0.55
O 0.407149 -2.602977 0.793878 -0.8 0.9 0.6 -0.22
C -2.044247 -5.418379 2.864703 -1.3 -1.3 1.9 -0.37